{"formula": "C2H6O3P", "method": "ωB97M-V/def2-TZVPD", "symbols": ["P", "O", "O", "O", "C", "C", "H", "H", "H", "H", "H", "H"], "xyz": [[0.449, 0.904, -1.125], [1.785, -0.849, -1.427], [1.269, 2.122, -1.075], [0.996, -0.378, 1.358], [-1.327, -0.584, 0.774], [-0.033, 0.189, 0.987], [1.908, -1.042, -0.495], [-2.076, 0.029, 0.280], [0.061, 0.731, -2.500], [-0.203, 1.249, 1.295], [-1.702, -0.901, 1.751], [-1.125, -1.469, 0.176]], "e_lumo_ev": 4.11, "e_homo_ev": -3.89, "de_lowest_kcal_mol": 79.2, "charge": -1, "largest_force_ha_per_bohr": 0.07511, "multiplicity": 1, "orbital_gap_ha": 0.294}